# C9H8N2O

An isolated molecule of C9H8N2O in a non-equilibrium geometry (ωB97M-V/def2-TZVPD, the Open Molecules 2025 dataset).

Geometry as XYZ:
```
20
C9H8N2O (ωB97M-V/def2-TZVPD)
C -1.053 -0.374 3.011
N -0.312 -0.683 1.735
C 1.090 -0.846 1.586
N 1.802 -0.664 0.589
C 1.083 -0.046 -0.510
C 1.857 0.312 -1.643
C 1.145 0.767 -2.831
C -0.290 0.685 -2.840
C -0.957 0.324 -1.675
C -0.310 -0.104 -0.476
C -1.186 -0.266 0.707
O -2.349 0.018 0.670
H -1.015 -1.295 3.611
H -2.105 -0.145 2.695
H -0.584 0.556 3.386
H 1.399 -1.046 2.612
H 2.913 0.245 -1.473
H 1.725 1.058 -3.789
H -0.812 1.088 -3.668
H -2.042 0.418 -1.699
```

## Properties
gap between HOMO and LUMO = 9.480 eV
calculated total energy = -532.4786 a.u.
E_LUMO = 0.464 eV
relative energy (zero: lowest compared OMol25 entry of this formula, charge and spin) = 126.4 kJ/mol
SMILES = Cn1cnc2ccccc2c1=O
HOMO level = -9.02 eV
molar mass = 160.18 Da

Results of the natural (NBO) charge analysis, in e, for atoms 1 through 6:
1. C -0.44
2. N -0.45
3. C 0.30
4. N -0.44
5. C 0.15
6. C -0.23

***

# C37H46BBrCl3N6O3Pt

A structure of composition C37H46BBrCl3N6O3Pt in a non-equilibrium geometry (ωB97M-V/def2-TZVPD, the Open Molecules 2025 dataset).

Geometry as XYZ:
```
98
C37H46BBrCl3N6O3Pt (ωB97M-V/def2-TZVPD)
Pt -0.385 -0.087 0.043
C -4.141 -3.112 -1.996
C -3.484 -2.449 -0.838
C -3.823 -2.490 0.505
C -2.879 -1.703 1.171
N -2.035 -1.207 0.268
N -2.397 -1.673 -0.961
B -1.571 -1.310 -2.239
N -0.119 -1.878 -2.062
N 0.352 -2.075 -0.796
C 1.472 -2.779 -0.877
C 1.746 -3.041 -2.232
C 0.710 -2.466 -2.944
C 0.454 -2.441 -4.410
C 2.198 -3.356 0.308
C 1.560 -2.954 1.632
C 2.104 -4.889 0.185
C 3.671 -2.940 0.278
N -1.647 0.255 -2.366
N -1.555 1.012 -1.231
C -2.003 2.236 -1.505
C -2.410 2.267 -2.844
C -2.178 1.003 -3.348
C -2.463 0.458 -4.703
C -2.088 3.387 -0.537
C -3.395 4.153 -0.781
C -2.086 2.905 0.907
C -0.904 4.327 -0.800
C -2.796 -1.443 2.656
C -3.089 0.035 2.925
C -1.413 -1.833 3.180
C -3.840 -2.289 3.392
H -4.998 -3.682 -1.646
H -3.458 -3.792 -2.503
H -4.488 -2.381 -2.726
H -4.646 -3.025 0.939
H -2.065 -1.799 -3.204
H 2.562 -3.608 -2.641
H 1.278 -2.915 -4.938
H 0.359 -1.418 -4.774
H -0.465 -2.972 -4.661
H 0.507 -3.230 1.642
H 1.653 -1.883 1.817
H 2.057 -3.490 2.443
H 1.062 -5.211 0.178
H 2.604 -5.360 1.033
H 2.577 -5.248 -0.728
H 3.772 -1.857 0.375
H 4.155 -3.249 -0.648
H 4.205 -3.406 1.107
H -2.825 3.100 -3.381
H -2.809 1.259 -5.353
H -3.234 -0.310 -4.666
H -1.574 0.015 -5.148
H -4.261 3.505 -0.652
H -3.434 4.582 -1.780
H -3.474 4.974 -0.068
H -2.976 2.314 1.117
H -2.082 3.766 1.578
H -1.213 2.287 1.122
H -1.003 4.802 -1.777
H 0.042 3.790 -0.786
H -0.876 5.116 -0.045
H -2.425 0.678 2.347
H -2.960 0.260 3.984
H -4.114 0.279 2.648
H -0.608 -1.450 2.549
H -1.303 -2.917 3.203
H -1.278 -1.463 4.198
H -4.856 -2.005 3.120
H -3.729 -2.139 4.466
H -3.709 -3.351 3.186
Cl 3.016 4.432 6.158
C 2.494 3.902 4.648
C 1.663 2.769 4.605
C 1.221 2.318 3.397
Cl 0.307 0.942 3.233
C 1.589 3.058 2.132
O 1.117 2.772 1.065
C 2.546 4.218 2.291
Cl 3.012 4.969 0.869
C 2.953 4.620 3.522
H 1.404 2.262 5.522
H 3.614 5.461 3.660
Br 4.341 1.423 2.179
C 4.604 1.308 0.287
C 5.876 1.645 -0.148
C 6.171 1.603 -1.500
C 5.192 1.247 -2.415
C 3.922 0.929 -1.971
C 3.604 0.937 -0.614
C 2.213 0.543 -0.232
O 1.283 0.695 -1.091
O 1.966 0.095 0.899
H 6.629 1.935 0.569
H 7.168 1.853 -1.833
H 5.418 1.221 -3.471
H 3.140 0.652 -2.664
```

## Properties
gap between HOMO and LUMO = 3.320 eV
calculated total energy = -6090.3435 a.u.
charge = +1
E_LUMO = -6.702 eV
relative energy (zero: lowest compared OMol25 entry of this formula, charge and spin) = 63.8 kJ/mol
HOMO level = -10.02 eV
molar mass = 1014.97 Da

Results of the Mulliken charge analysis, in e, for atoms 1 through 6:
1. Pt 3.09
2. C -1.57
3. C 0.47
4. C -1.00
5. C -0.97
6. N 0.53

***

# C6H7O2PS

An isolated molecule of C6H7O2PS in a non-equilibrium geometry (ωB97M-V/def2-TZVPD, the Open Molecules 2025 dataset).

Geometry as XYZ:
```
17
C6H7O2PS (ωB97M-V/def2-TZVPD)
O 1.437 -1.204 2.320
P 1.602 -0.215 1.238
O 2.877 -0.800 0.505
S 1.828 1.586 2.188
C 0.197 -0.041 0.065
C 0.338 -0.237 -1.325
C -0.762 -0.127 -2.199
C -2.019 0.164 -1.698
C -2.160 0.429 -0.324
C -1.075 0.288 0.529
H 3.161 -1.394 1.193
H 1.222 0.966 3.210
H 1.311 -0.493 -1.759
H -0.651 -0.244 -3.257
H -2.890 0.246 -2.334
H -3.170 0.645 0.064
H -1.248 0.431 1.583
```

## Properties
gap between HOMO and LUMO = 10.157 eV
calculated total energy = -1122.9152 a.u.
E_LUMO = 0.485 eV
relative energy (zero: lowest compared OMol25 entry of this formula, charge and spin) = 0.0 kJ/mol
SMILES = O=[P@](O)(S)c1ccccc1
HOMO level = -9.67 eV
molar mass = 174.16 Da

Results of the natural (NBO) charge analysis, in e, for atoms 1 through 6:
1. O -1.13
2. P 1.98
3. O -0.98
4. S -0.32
5. C -0.42
6. C -0.18

***

# H41O20

A structure of composition H41O20 in a non-equilibrium geometry (ωB97M-V/def2-TZVPD, the Open Molecules 2025 dataset).

Geometry as XYZ:
```
61
H41O20 (ωB97M-V/def2-TZVPD)
O -0.141 -0.893 1.612
H 2.888 0.292 -3.626
O -3.204 3.816 -0.816
H -2.746 4.004 0.054
H -3.923 3.292 -0.868
O 3.535 0.373 4.217
H 3.616 1.115 3.492
H 4.352 -0.070 4.084
O -3.484 0.633 -1.345
H -3.982 -0.254 -1.389
H -3.389 1.292 -2.047
O -1.283 0.755 0.001
H 4.557 1.581 0.330
H -2.184 0.529 -0.861
O 3.791 1.524 0.872
H -0.101 2.783 1.782
H 3.036 2.027 0.427
O 0.633 3.002 1.176
H 1.362 3.563 1.376
H 0.522 -4.922 0.113
O -0.144 -0.593 -4.218
H 0.441 -0.047 -4.910
H 0.495 -1.287 -4.050
O -2.618 -3.709 -2.281
H -2.476 -4.589 -2.076
H -0.807 -0.006 0.612
O 2.260 4.336 -1.015
H 1.993 5.143 -0.994
H 1.721 3.785 -1.348
O 3.293 -1.936 -0.125
H 4.278 -2.072 -0.081
H -0.724 -1.767 1.397
O -0.089 -1.635 -1.741
H -0.391 -2.541 -2.302
H 0.126 -0.822 -2.183
O -0.349 1.944 4.165
H 0.514 1.790 4.635
H -0.629 2.565 4.647
O 2.526 -0.407 -4.278
H 0.841 -1.352 1.864
H 2.973 0.251 -5.039
O -4.651 -1.962 -1.018
H 3.306 -0.950 0.055
H -5.360 -2.422 -0.620
O 0.474 1.488 -2.172
H 0.361 0.961 -1.394
H 0.659 0.770 -2.825
O -2.330 -1.698 2.717
H -2.398 -2.468 3.319
H -1.405 -1.472 2.731
O -0.243 -4.311 -0.172
H -4.668 -2.393 -2.002
H -0.802 -5.122 -0.231
O 5.151 -1.352 2.492
H 5.021 -1.649 1.584
H 4.483 -0.906 2.713
O -3.350 1.390 2.441
H -3.679 0.497 3.048
H -4.307 1.691 2.463
H -1.539 1.725 0.357
H -1.819 -3.313 -2.747
```

## Properties
gap between HOMO and LUMO = 11.097 eV
calculated total energy = -1528.8441 a.u.
charge = +1
E_LUMO = -2.552 eV
relative energy (zero: lowest compared OMol25 entry of this formula, charge and spin) = 950.8 kJ/mol
HOMO level = -13.65 eV
molar mass = 361.31 Da

Results of the natural (NBO) charge analysis, in e, for atoms 1 through 6:
1. O -0.99
2. H 0.48
3. O -0.97
4. H 0.50
5. H 0.47
6. O -0.94

***

# C10H11O2S

The ion C10H11O2S with charge -1 in a non-equilibrium geometry (ωB97M-V/def2-TZVPD, the Open Molecules 2025 dataset).

Geometry as XYZ:
```
24
C10H11O2S (ωB97M-V/def2-TZVPD)
C 0.385 2.102 0.005
C -0.430 0.860 0.392
C -1.603 1.278 1.272
C 0.498 -0.130 1.141
C 1.119 -0.928 0.041
C 2.215 -1.802 -0.084
C 2.312 -2.311 -1.343
S 1.054 -1.734 -2.396
C 0.415 -0.789 -1.118
C -0.871 0.118 -0.886
C -2.122 -0.911 -0.702
O -2.099 -1.598 0.317
O -2.933 -0.861 -1.624
H -0.172 2.736 -0.683
H 1.316 1.808 -0.480
H 0.629 2.693 0.889
H -2.184 2.064 0.794
H -1.234 1.650 2.229
H -2.255 0.426 1.454
H -0.107 -0.792 1.762
H 1.226 0.392 1.771
H 2.894 -2.046 0.716
H 3.041 -2.995 -1.736
H -1.093 0.771 -1.730
```

## Properties
gap between HOMO and LUMO = 7.082 eV
calculated total energy = -936.3904 a.u.
charge = -1
E_LUMO = 3.095 eV
relative energy (zero: lowest compared OMol25 entry of this formula, charge and spin) = 9.2 kJ/mol
SMILES = CC1(C)Cc2ccsc2[C@H]1C(=O)[O-]
HOMO level = -3.99 eV
molar mass = 195.26 Da

Results of the natural (NBO) charge analysis, in e, for atoms 1 through 6:
1. C -0.60
2. C -0.02
3. C -0.62
4. C -0.42
5. C -0.10
6. C -0.24